DFT (the ωB97M-V functional and the def2-TZVPD basis) results for a molecular structure, C37H39Cl2N8O7S3Ta in a non-equilibrium geometry.

Last column: Mulliken charge in e.
CARTESIAN COORDINATES (ANGSTROEM)
Ta: 0.2343 -0.4197 -0.3404  0.30
Cl: 1.9569 -1.9227 -5.3791  -0.16
Cl: -0.0992 1.6840 -1.9566  0.19
S: 2.0934 1.0670 0.2602  -0.81
S: 1.2407 -1.1608 -2.4623  -0.35
S: -1.7026 2.3266 0.7723  0.48
O: -0.9313 0.9791 0.7327  0.90
O: -5.2505 -0.8658 1.7777  -0.41
O: -0.7337 -1.8747 0.2258  0.27
O: -5.9274 1.4951 -1.6478  -0.60
O: -2.5689 -4.5906 3.5141  -0.55
O: -1.5543 -4.3336 5.4646  -0.57
O: -2.2043 -3.3566 0.9941  -0.81
N: 0.5017 -1.1735 3.8187  -0.43
N: -6.2886 -0.2669 -0.2699  -0.03
N: 4.5968 0.2034 -0.4614  -0.62
N: 1.9742 -1.8410 0.2268  1.41
N: -2.0045 -0.6138 -1.7300  0.71
N: 3.1652 -1.4212 0.1495  -1.05
N: 4.8827 1.4054 -0.7504  0.60
N: 0.1213 -1.2455 2.5512  0.42
C: -2.9211 2.0922 2.1184  -0.87
C: 1.5572 -5.7214 1.7693  -0.67
C: 1.2527 -0.3842 -5.0801  0.10
C: -3.2552 -1.2465 -3.6608  -1.40
C: 8.4595 2.5761 -2.5428  -0.51
C: -2.5072 1.0639 3.1679  0.70
C: -4.3648 -0.2459 -1.7994  -0.37
C: -5.8044 -1.3400 0.5643  -0.63
C: 1.8477 -3.1719 0.7099  0.14
C: -2.0723 -1.1508 -2.9487  -0.41
C: 6.3380 3.1302 -1.5635  -0.45
C: -0.9081 -2.8487 3.7860  0.51
C: 0.3303 1.2210 -3.5773  0.07
C: 0.9060 -0.0286 -3.7688  0.38
C: -1.7370 5.4962 0.6319  -1.23
C: 7.0367 0.8155 -1.7282  -0.28
C: -1.7001 1.6370 4.3310  -1.61
C: -3.1392 -0.2027 -1.1571  -0.11
C: 3.3986 -0.1320 -0.0507  0.38
C: 6.1021 1.7760 -1.3416  0.71
C: 0.0854 2.1013 -4.6122  -0.79
C: 2.4168 -4.8124 2.3727  -0.71
C: 8.2116 1.2255 -2.3278  -0.58
C: -0.0783 -2.1049 4.5960  -0.96
C: -1.3085 -2.5787 1.1938  0.33
C: -0.4098 4.7413 0.7048  -0.32
C: 7.5192 3.5245 -2.1635  -0.61
C: 0.4455 1.7280 -5.8962  -0.55
C: 2.5727 -3.5449 1.8420  -0.39
C: -0.7353 -2.2608 2.5104  0.62
C: -5.5885 0.4153 -1.2140  -0.02
C: 1.0297 0.4941 -6.1289  -0.64
C: -0.5107 3.4745 1.5513  -0.76
C: 1.0043 -4.0892 0.0888  -0.21
C: -4.4152 -0.7526 -3.0935  -0.41
C: -1.7091 -3.9991 4.3240  0.47
C: 0.8663 -5.3603 0.6214  -0.76
H: 2.9721 -5.0945 3.2571  0.44
H: -1.5766 0.8737 5.0987  0.42
H: -3.8399 1.7917 1.6115  0.29
H: 1.3186 0.2025 -7.1292  0.47
H: -0.8464 3.6977 2.5619  0.59
H: 0.1097 -2.2090 5.6521  0.57
H: 0.4299 2.9232 1.5880  0.27
H: 1.1581 -0.4678 4.1096  0.15
H: -1.1450 -1.5121 -3.3724  0.72
H: -3.0729 3.0878 2.5384  0.77
H: -2.2162 2.4810 4.7908  0.40
H: -3.0668 0.1636 -0.1405  0.45
H: -2.5669 -4.2374 2.6059  0.40
H: 0.3541 5.3851 1.1424  0.47
H: -1.6133 6.4193 0.0692  0.42
H: -2.0914 5.7615 1.6294  0.31
H: -0.3721 3.0614 -4.4151  0.52
H: 8.9395 0.4885 -2.6379  0.39
H: 4.1909 2.1376 -0.5955  0.16
H: 6.8210 -0.2301 -1.5613  0.43
H: 0.2681 2.4041 -6.7204  0.43
H: -1.9343 0.2744 2.6831  -0.67
H: 5.6006 3.8668 -1.2632  0.34
H: -0.7061 1.9621 4.0176  0.25
H: -3.2568 -1.6862 -4.6477  0.50
H: -5.9571 -0.7006 2.4106  0.27
H: 3.2396 -2.8237 2.2967  0.48
H: -3.4137 0.5952 3.5432  0.52
H: 0.2203 -6.0751 0.1296  0.47
H: -5.0035 -1.8579 0.0419  0.37
H: -5.3533 -0.7654 -3.6332  0.56
H: 7.7059 4.5750 -2.3379  0.38
H: 0.4935 -3.8258 -0.8291  0.30
H: -0.0753 4.4758 -0.3020  0.18
H: 9.3844 2.8927 -3.0046  0.40
H: -2.5080 4.9021 0.1342  0.34
H: -6.6166 -2.0416 0.7519  0.45
H: -7.1342 0.2059 0.0225  0.29
H: 1.4423 -6.7128 2.1855  0.46

Values from the calculation:
- HOMO energy (eV) = -12.65
- total charge = +2
- frontier orbital gap (eV) = 5.92

DFT (the ωB97M-V functional and the def2-TZVPD basis) results for 9 unconnected molecules or ions with the total composition C37H39Cl4N7 in a non-equilibrium geometry.

Last column: Mulliken charge in e.
CARTESIAN COORDINATES (ANGSTROEM)
Cl: -1.3479 4.4628 -1.2676  -0.18
Cl: 1.6607 7.5167 0.3416  -0.13
Cl: 1.0079 4.8538 -3.0878  -0.19
Cl: 2.5148 5.8480 2.5652  -0.12
N: -0.2041 0.0217 0.5046  0.15
N: 1.5718 -1.1119 -5.8115  -0.60
N: -3.1523 -0.7980 -2.9495  -0.42
N: -0.1693 -4.3408 -0.9130  -0.28
N: -1.2750 -4.7175 4.6317  -0.59
N: 4.7135 -1.5427 0.8089  -0.59
N: -0.3367 2.7693 5.9136  -0.61
C: 2.1157 1.5590 0.5362  -0.70
C: -2.8741 -4.6539 -1.5833  -0.62
C: -0.9558 -2.0507 3.7163  -0.12
C: 2.6164 -0.4625 -5.4351  -0.34
C: 0.0604 0.6674 -5.2352  -0.44
C: 0.3557 -0.6234 -5.7405  -0.18
C: 4.3885 -2.0508 -1.4725  -0.46
C: 5.0924 -1.4949 -0.4709  -0.35
C: -0.1916 -2.6024 4.7267  -0.56
C: -2.3790 -3.5032 -0.8929  -0.58
C: -1.0376 -3.3797 -0.6488  -0.32
C: 2.9229 -2.9391 0.0892  -0.22
C: 0.2699 3.9206 -1.8091  0.59
C: -2.3040 1.1690 -1.7620  0.70
C: -4.2710 -0.1434 -3.1530  -0.54
C: 1.0498 1.8087 1.4087  -0.32
C: -3.5322 1.7867 -1.9128  -0.82
C: -1.1488 1.7866 5.6257  -0.14
C: -4.5191 1.1110 -2.6704  -0.42
C: 2.4383 0.8583 -4.9715  -0.42
C: -2.0209 -4.2648 3.6403  -0.31
C: 3.6635 -2.2817 1.0552  -0.40
C: -0.3873 3.9028 5.1399  -0.41
C: -0.6088 -5.3469 -1.6408  -0.47
C: -1.9429 -5.5795 -1.9091  -0.24
C: 0.7730 -0.1605 -0.3602  -0.22
C: -0.3554 -3.8940 5.1323  -0.30
C: -0.0771 0.9962 1.3382  -0.80
C: 1.1580 1.3874 -4.8083  0.27
C: -1.9223 -2.9192 3.1447  -0.32
C: -2.0327 1.7907 4.5517  -0.20
C: 1.9636 0.5684 -0.3991  -0.72
C: 2.4669 7.5284 1.9164  -0.36
C: 3.2624 -2.7736 -1.1887  -0.16
C: -2.1360 2.9640 3.8884  -0.20
C: -1.3471 4.0551 4.1611  -0.41
C: -2.2152 -0.0827 -2.3463  -0.52
H: 0.1952 -4.2444 5.9513  0.41
H: -5.4090 1.5846 -2.9306  0.46
H: 2.6427 0.3256 -1.2741  0.34
H: 0.8922 4.0084 -0.9570  0.10
H: 3.3104 1.4553 -4.5649  0.30
H: 3.5572 -0.9832 -5.4284  0.44
H: 2.5994 -3.1173 -1.9969  0.45
H: 2.1543 -3.6643 0.2527  0.49
H: -2.2678 -6.5159 -2.4162  0.33
H: 3.0333 2.1293 0.5992  0.47
H: -1.0223 1.0201 -5.1788  0.31
H: 0.4775 -1.9256 5.3018  0.33
H: -1.5101 1.5765 -1.1735  0.22
H: -1.2771 -0.6816 -2.3239  0.69
H: -3.0543 -2.7425 -0.5064  0.36
H: -0.6182 -2.5973 -0.0899  0.95
H: -0.9018 1.1045 2.0430  0.68
H: 0.4363 4.5678 5.2566  0.47
H: -2.7887 2.9396 2.9637  0.27
H: -0.5089 -1.1962 -6.2086  0.30
H: -5.0756 -0.6408 -3.7333  0.35
H: -3.8915 -4.8116 -1.8351  0.48
H: 1.9843 8.2470 2.4995  0.30
H: -2.5305 -2.5385 2.3144  0.34
H: -3.7372 2.7747 -1.4843  0.28
H: -2.7307 -4.9713 3.2080  0.38
H: 1.1484 2.6483 2.1596  0.29
H: 4.7446 -1.9154 -2.4833  0.42
H: 3.3855 -2.2439 2.0893  0.48
H: -2.6870 0.9141 4.5587  0.44
H: 0.1021 2.8557 -2.0548  -0.31
H: 0.6237 -0.9339 -1.1121  0.76
H: 0.1230 -6.1025 -1.8413  0.40
H: -1.3955 4.8713 3.4836  0.45
H: 6.0875 -1.0179 -0.5904  0.36
H: 1.0443 2.4466 -4.5318  0.36
H: -1.1797 0.8918 6.2668  0.38
H: 3.4533 7.9092 1.9199  0.32
H: -0.7309 -1.0409 3.4511  0.75

Values from the calculation:
- HOMO energy (eV) = -9.37
- total charge = 0
- structure (SMILES) = c1ccncc1.c1ccncc1.c1ccncc1.c1ccncc1.c1ccncc1.c1ccncc1.c1ccncc1.ClCCl.ClCCl
- frontier orbital gap (eV) = 9.75

DFT (the ωB97M-V functional and the def2-TZVPD basis) results for a molecular structure, C37H39N4O6PRuSe2 in a non-equilibrium geometry.

Last column: Mulliken charge in e.
CARTESIAN COORDINATES (ANGSTROEM)
Ru: 0.3028 -0.2470 -0.0142  2.74
Se: 0.1400 -0.2414 -2.5820  -0.78
Se: -2.3753 0.2863 0.0816  -0.48
P: -1.7658 0.6778 -1.9951  0.32
O: 7.2340 -0.0204 4.0996  -0.63
O: 0.3949 0.1098 2.3258  -0.54
O: 5.6403 0.0892 5.5420  -0.63
O: 2.4182 0.3268 0.2764  -0.97
O: 0.3255 -2.3361 0.5834  -1.36
O: 0.1355 -5.2316 0.1371  -0.33
N: 0.0844 2.6805 1.5421  0.11
N: -0.1503 -3.5259 -2.0263  0.23
N: 6.0619 0.0346 4.4049  1.01
N: 0.2942 2.3977 0.1845  0.11
C: 5.0940 0.0398 3.3381  -0.63
C: 3.2057 0.1646 1.2519  0.46
C: -2.5212 3.3464 -1.5640  0.01
C: -3.4259 -3.6824 1.5460  -0.96
C: 1.2479 -4.6067 -0.3130  0.91
C: -2.8363 -0.3568 -4.3885  -0.56
C: 2.5233 -4.7703 0.2240  -0.74
C: 1.0915 -3.7532 -1.4280  0.22
C: 0.2540 -6.2295 1.1307  -1.05
C: -2.5156 -3.3027 2.5484  -0.64
C: -1.2519 -2.8954 2.2293  -0.85
C: 0.1890 4.0585 2.0214  1.43
C: 2.2133 -3.1594 -2.0059  -0.38
C: 1.4032 0.0261 3.0210  -0.37
C: 1.4690 4.7048 1.4870  -1.93
C: -1.6893 2.4933 -2.2806  0.51
C: 2.7812 0.0857 2.6319  0.71
C: -1.6408 5.2092 -2.7964  -0.43
C: -1.7189 -3.3336 -0.1430  1.49
C: 3.6171 -4.1466 -0.3437  -0.80
C: 5.5277 0.0466 1.9997  -0.46
C: -0.8140 4.3548 -3.5107  -0.82
C: -4.3701 0.7084 -2.8554  -0.49
C: -3.0374 -3.6786 0.2385  -1.27
C: 4.6117 0.0901 0.9948  -0.83
C: -0.8422 2.9939 -3.2625  -0.39
C: 3.4682 -3.3519 -1.4706  -1.04
C: -5.3778 0.6018 -3.7929  -0.77
C: 0.2292 3.9561 3.5460  -1.75
C: -3.8575 -0.4758 -5.3163  -0.61
C: -3.0959 0.2497 -3.1690  1.30
C: -0.8061 -2.8456 0.8759  1.61
C: -5.1190 0.0249 -5.0288  -0.56
C: 3.7505 0.0393 3.6400  -0.34
C: -1.0420 4.8658 1.5834  -1.49
C: -1.3636 -3.4520 -1.4906  -0.90
C: -2.4985 4.7048 -1.8312  -0.88
H: 2.0749 -2.5298 -2.8758  0.49
H: -0.6635 3.4565 3.9150  0.38
H: 2.6532 -5.3837 1.1020  0.47
H: -3.1655 2.9537 -0.7881  0.40
H: -0.1460 4.7528 -4.2573  0.45
H: -2.8254 -3.3223 3.5826  0.49
H: 1.1000 3.3871 3.8585  0.35
H: 2.3257 4.0472 1.6238  0.40
H: 1.3725 4.9652 0.4334  0.35
H: -4.4239 -3.9836 1.8170  0.46
H: -0.5583 -2.5590 2.9875  0.45
H: -1.6158 6.2710 -2.9884  0.43
H: 4.5931 -4.2920 0.0968  0.46
H: -1.9494 4.4117 1.9789  0.33
H: 1.2577 -0.1397 4.1055  0.29
H: -0.3424 2.9265 -0.4266  -0.26
H: -4.5587 1.1430 -1.8828  0.28
H: 0.6399 -5.8256 2.0692  0.41
H: 4.9184 0.1155 -0.0399  0.51
H: -0.2099 2.3173 -3.8220  0.44
H: -0.0909 -3.3857 -3.0305  0.52
H: -3.7219 -3.9932 -0.5370  0.45
H: -0.9707 5.8837 1.9562  0.50
H: -5.8994 -0.0235 -5.7733  0.40
H: 6.5883 0.0299 1.7906  0.53
H: 1.6627 5.6218 2.0356  0.50
H: -0.7790 2.2432 1.8597  0.30
H: -2.1740 -3.4960 -2.2135  0.44
H: -3.6644 -0.9391 -6.2714  0.43
H: 3.4523 0.0176 4.6793  0.58
H: -1.8374 -0.7155 -4.6073  0.33
H: -1.1127 4.9086 0.4966  0.23
H: 4.3261 -2.8843 -1.9271  0.44
H: 0.2786 4.9406 3.9994  0.46
H: -0.7603 -6.5923 1.2914  0.26
H: -6.3599 0.9860 -3.5628  0.44
H: 0.8896 -7.0519 0.7903  0.38
H: -3.1517 5.3637 -1.2801  0.46
H: 1.2536 2.6514 -0.0586  0.22

Values from the calculation:
- HOMO energy (alpha / beta) (eV) = -10.70 / -10.69
- total charge = +1
- frontier orbital gap (alpha / beta) (eV) = 6.57 / 6.62
- 2S+1 = 2

Let's list ΔE to the lowest compared entry with this formula, charge and spin in order: 40.7; 53.4; 61.7 kcal/mol.